No. 1
Formula: C26H23AlN7O6S2
Source: OMol25
Level of theory: wB97M-V/def2-TZVPD

Results
* LUMO: -2.8342 eV
* HOMO energy: -10.18 eV
* F_max: 0.66 eV/A
* energy relative to the best compared isomer or geometry (same formula, charge and spin): 0.0 kcal per mole

Geometry as ORCA input:
```
! RIJCOSX wB97M-V def2-TZVPD def2/J DEFGRID3
* xyz 1 1
Al -0.4621 -0.2148 0.1067
O -4.1373 3.8463 1.8813
C -2.9318 4.1261 2.3522
O -2.6888 5.1162 2.9841
C -1.8409 3.1373 2.0823
C -0.5447 3.2841 2.5477
N 0.1586 2.2223 2.1398
N -0.6000 1.3797 1.4314
C -1.8126 1.9290 1.3777
C -2.7772 1.1842 0.5147
O -3.9319 1.5144 0.3906
O -2.2024 0.1711 -0.0902
H -4.1678 3.0226 1.3442
H -0.1212 4.0897 3.1264
H 1.1583 2.0379 2.1601
N -1.9483 -1.1883 -2.8630
C -1.1797 -2.0608 -2.2002
N -0.6592 -1.8193 -1.0164
C 0.0783 -2.8976 -0.5458
C 0.1339 -3.9546 -1.3720
S -0.7747 -3.6262 -2.8063
C 0.5946 -2.7090 0.8059
C 1.3895 -3.4975 1.5420
S 1.5721 -2.8436 3.1280
C 0.5631 -1.5127 2.7039
N 0.1418 -1.5423 1.4512
N 0.2426 -0.5658 3.5985
H -2.2454 -0.3501 -2.3872
H -2.4172 -1.4518 -3.7108
H 0.6208 -4.9039 -1.2236
H 1.8593 -4.4275 1.2677
H 0.5190 -0.6750 4.5588
H -0.5244 0.0541 3.4025
C 5.8182 -1.0835 -0.8031
C 4.5585 -1.0732 -1.6296
C 3.9419 -2.2754 -1.9511
C 2.8134 -2.2995 -2.7563
C 2.2528 -1.1111 -3.1816
C 2.8405 0.1053 -2.8452
N 2.1969 1.2845 -3.3170
C 2.0830 2.4731 -2.6190
C 2.0931 3.6851 -3.3194
C 2.1055 4.8937 -2.6546
C 2.1562 4.9365 -1.2631
C 2.1194 3.7487 -0.5635
C 2.0206 2.5154 -1.2172
C 1.6817 1.3568 -0.3588
O 2.1001 1.2313 0.7857
O 0.7934 0.5092 -0.8534
C 4.0348 0.1383 -2.1122
C 4.8070 1.4087 -1.8651
H 6.0156 -2.0829 -0.4186
H 5.7485 -0.3966 0.0424
H 6.6830 -0.7801 -1.3972
H 4.3725 -3.2021 -1.5897
H 2.3736 -3.2448 -3.0473
H 1.3584 -1.1031 -3.7950
H 2.0834 1.3529 -4.3148
H 2.1315 3.6602 -4.4031
H 2.1121 5.8141 -3.2246
H 2.2104 5.8824 -0.7422
H 2.1440 3.7505 0.5190
H 4.5475 2.1917 -2.5726
H 5.8753 1.2177 -1.9608
H 4.6355 1.7999 -0.8583
*
```

No. 2
Formula: C26H23AsBrFeNO10S2
Source: OMol25
Level of theory: wB97M-V/def2-TZVPD

Results
* LUMO (spin up / spin down): 4.4934 / 4.4835 eV
* HOMO energy (spin up / spin down): -2.62 / -2.67 eV
* ⟨S²⟩: 6.0097
* F_max: 1.58 eV/A
* energy relative to the best compared isomer or geometry (same formula, charge and spin): 7.2 kcal per mole

Geometry as ORCA input:
```
! RIJCOSX wB97M-V def2-TZVPD def2/J DEFGRID3
* xyz -2 5
Fe 1.0930 -0.1746 0.2494
Br 3.7648 -0.4461 0.5418
C 3.7175 -2.3102 0.1232
C 4.8054 -3.0536 0.4592
C 4.7922 -4.4391 0.1913
C 3.7051 -5.0088 -0.4049
C 2.5743 -4.2322 -0.7640
C 1.4507 -4.8207 -1.3876
C 0.3533 -4.0604 -1.6589
C 0.3274 -2.6858 -1.3261
C 1.4020 -2.0202 -0.7767
C 2.5424 -2.8318 -0.4825
H 5.6635 -2.5870 0.9265
H 5.6464 -5.0439 0.4768
H 3.6806 -6.0782 -0.6001
H 1.4700 -5.8822 -1.6149
H -0.5169 -4.5153 -2.1252
H -0.5957 -2.1504 -1.4892
O 2.9339 2.4140 -1.7071
As 1.1255 2.5236 -1.3511
O 0.8336 4.1082 -1.6525
O 1.1320 1.9142 0.2185
C 0.7404 1.1745 -2.7132
C 1.6810 0.8994 -3.7001
C 1.4029 -0.0504 -4.6719
C 0.1819 -0.7152 -4.6862
C -0.7602 -0.4565 -3.7053
C -0.4685 0.4662 -2.7128
S -1.6065 0.7660 -1.3772
O -2.9213 0.3605 -1.8217
O -1.4242 2.1970 -1.1798
O -1.1085 -0.0260 -0.2287
H 3.3226 2.9801 -1.0292
H 2.6195 1.4354 -3.6902
H 2.1501 -0.2803 -5.4230
H -0.0302 -1.4480 -5.4573
H -1.7212 -0.9579 -3.6906
C -2.8062 5.3292 -0.7014
C -2.6971 4.3958 0.4769
C -3.7550 3.5681 0.8470
C -3.6047 2.6364 1.8585
C -2.3868 2.5615 2.5256
C -1.3225 3.3837 2.1869
C -1.4873 4.2970 1.1596
S -2.1780 1.3640 3.7875
O -3.3382 1.3602 4.6548
O -0.9074 1.5952 4.4317
N -2.2444 -0.0108 2.8891
C -2.0134 -1.2939 3.6003
C -0.5581 -1.6688 3.9407
C 0.2560 -2.0208 2.6893
O 0.2931 -3.2069 2.3378
O 0.8156 -1.0291 2.0904
H -3.8207 5.3466 -1.1043
H -2.1198 4.9748 -1.4803
H -2.5115 6.3443 -0.4259
H -4.6846 3.6070 0.2896
H -4.4039 1.9558 2.1308
H -0.3761 3.2647 2.6995
H -0.6467 4.8974 0.8299
H -1.7485 0.0812 1.9985
H -2.4317 -2.0780 2.9727
H -2.6053 -1.2342 4.5136
H -0.5789 -2.5492 4.5829
H -0.0969 -0.8354 4.4595
*
```

Look up the F_max of the second one. 1.58 eV/A

What is the energy relative to the best compared isomer or geometry (same formula, charge and spin) in the second record? 7.2 kcal per mole